# 1
This record from the Open Molecules 2025 dataset describes one molecule with the formula C6H10Se. The level of theory is ωB97M-V/def2-TZVPD.

For the total energy, the calculation gives -2635.9600 Ha. Its total charge is 0. The spin multiplicity is 1. As for the HOMO-LUMO gap: 9.03 eV. The value obtained for the HOMO energy is -8.1 eV. For the energy above the lowest of the compared OMol25 structures with the same formula, charge and spin, the calculation gives 0.679 eV.

Geometry (Å):
C  -1.07  -1.42  -0.04
C  0.09  -2.13  -0.08
C  -1.09  -0.04  -0.49
C  1.26  -1.59  -0.77
C  0.29  0.99  0.14
C  0.49  2.22  -0.73
Se  2.02  -0.04  0.25
H  -2.02  -1.90  0.22
H  0.23  -3.11  0.24
H  -0.89  -0.02  -1.66
H  -1.92  0.59  -0.25
H  2.05  -2.23  -1.08
H  0.78  -1.10  -1.61
H  -0.02  1.35  1.09
H  0.24  2.04  -1.76
H  1.46  2.63  -0.57
H  -0.19  3.18  -0.56

---

# 2
This record from the Open Molecules 2025 dataset describes one molecule with the formula C3H9N3OS. The level of theory is ωB97M-V/def2-TZVPD.

For the total energy, the calculation gives -757.3058 Ha. Its total charge is 0. The spin multiplicity is 1. As for the HOMO-LUMO gap: 8.45 eV. The value obtained for the HOMO energy is -8.1 eV. For the energy above the lowest of the compared OMol25 structures with the same formula, charge and spin, the calculation gives 2.782 eV.

Geometry (Å):
C  -2.35  -0.20  -0.36
C  -0.95  -0.08  -0.88
C  1.17  0.12  0.18
H  -3.25  -0.83  1.31
H  -1.70  -0.21  1.62
H  -2.63  0.89  -0.14
H  -3.12  -0.64  -0.91
H  -0.48  -1.10  -1.27
H  -1.00  0.48  -1.83
H  -0.89  2.29  0.33
H  1.85  2.04  0.78
H  2.97  0.61  0.30
N  -2.31  -0.89  0.97
N  -0.10  0.64  0.07
N  2.06  1.05  0.50
O  -0.12  2.03  -0.29
S  1.54  -1.53  -0.15

---

# 3
This record from the Open Molecules 2025 dataset describes C43H39BN14NiOP2Se2 as an isolated structure. The level of theory is ωB97M-V/def2-TZVPD.

For the total energy, the calculation gives -9522.5184 Ha. Its total charge is +1. The spin multiplicity is 2. As for the HOMO-LUMO gap (spin up / spin down): 7.85 / 4.67 eV. The value obtained for the HOMO energy (spin up / spin down) is -10.2 / -10.2 eV.

Geometry (Å):
Ni  -0.88  1.88  0.62
C  -1.90  -0.63  3.85
C  -1.49  -0.43  2.53
N  -1.41  0.87  2.26
N  -1.78  1.52  3.39
C  -2.07  0.64  4.35
B  -1.60  3.06  3.51
N  -0.09  3.37  3.45
C  0.80  3.92  4.30
C  2.01  4.03  3.65
C  1.76  3.50  2.37
N  0.51  3.09  2.26
N  -2.30  3.71  2.28
C  -3.07  4.81  2.27
C  -3.38  5.11  0.95
C  -2.74  4.12  0.21
N  -2.10  3.29  1.03
N  -2.32  3.57  4.75
C  -2.03  4.51  5.69
C  -3.13  4.68  6.48
C  -4.09  3.80  5.94
N  -3.60  3.15  4.90
H  -2.07  -1.56  4.36
H  -1.28  -1.16  1.78
H  -2.39  0.99  5.32
H  0.55  4.16  5.31
H  2.93  4.42  4.04
H  2.43  3.39  1.54
H  -3.37  5.28  3.19
H  -3.99  5.91  0.59
H  -2.73  3.96  -0.85
H  -1.09  5.02  5.73
H  -3.24  5.34  7.32
H  -5.10  3.62  6.26
Se  2.29  -3.64  -2.90
P  0.32  -3.33  -2.02
C  0.08  -4.52  -0.70
C  -0.10  -4.11  0.62
C  -0.24  -5.05  1.62
C  -0.20  -6.40  1.31
C  -0.02  -6.82  0.00
C  0.12  -5.88  -1.01
C  -0.96  -3.59  -3.26
C  -2.16  -4.19  -2.91
C  -3.16  -4.32  -3.86
C  -2.96  -3.85  -5.15
C  -1.75  -3.25  -5.50
C  -0.75  -3.13  -4.56
C  0.05  -1.72  -1.34
C  0.74  -0.64  -0.78
N  -0.21  0.12  -0.18
N  -1.40  -0.44  -0.43
N  -1.27  -1.52  -1.12
P  2.51  -0.31  -0.53
Se  3.09  1.70  -0.46
C  2.92  -1.30  0.93
C  3.00  -0.64  2.15
C  3.23  -1.38  3.31
C  3.38  -2.75  3.24
C  3.31  -3.41  2.01
C  3.07  -2.68  0.86
C  3.38  -0.97  -1.97
C  2.89  -0.68  -3.26
C  3.71  -0.84  -4.37
C  5.00  -1.32  -4.21
C  5.48  -1.63  -2.94
C  4.69  -1.44  -1.83
H  -0.13  -3.05  0.86
H  -0.38  -4.73  2.64
H  -0.31  -7.14  2.10
H  0.01  -7.88  -0.24
H  0.26  -6.21  -2.03
H  -2.33  -4.54  -1.90
H  -4.10  -4.78  -3.59
H  -3.74  -3.96  -5.89
H  -1.60  -2.90  -6.51
H  0.20  -2.68  -4.83
H  2.89  0.44  2.20
H  3.28  -0.87  4.26
H  3.57  -3.32  4.14
H  3.44  -4.48  1.96
H  3.02  -3.19  -0.10
H  1.89  -0.27  -3.37
H  3.34  -0.60  -5.36
H  5.63  -1.46  -5.08
H  6.49  -2.00  -2.83
H  5.09  -1.64  -0.84
C  1.31  4.31  -2.85
N  0.16  3.43  -3.06
C  -0.34  3.18  -4.29
C  -1.39  2.34  -4.48
C  -1.94  1.75  -3.30
N  -1.47  2.03  -2.10
C  -0.41  2.85  -1.94
O  0.08  3.09  -0.83
N  -2.97  0.90  -3.37
H  1.73  4.58  -3.82
H  2.05  3.79  -2.25
H  1.00  5.21  -2.32
H  0.15  3.68  -5.11
H  -1.78  2.15  -5.46
H  -3.32  0.57  -4.26
H  -3.22  0.40  -2.53

---

# 4
This record from the Open Molecules 2025 dataset describes one molecule with the formula C7H12N2O. The level of theory is ωB97M-V/def2-TZVPD.

For the total energy, the calculation gives -458.5126 Ha. Its total charge is 0. The spin multiplicity is 1. As for the HOMO-LUMO gap (spin up / spin down): 7.77 / 7.77 eV. The value obtained for the HOMO energy (spin up / spin down) is -8.2 / -8.2 eV. For the energy above the lowest of the compared OMol25 structures with the same formula, charge and spin, the calculation gives 4.795 eV.

Geometry (Å):
C  -0.53  -2.31  -1.14
C  1.33  1.69  1.12
C  -0.25  1.47  -1.56
N  -0.43  0.06  1.96
C  0.23  -0.81  1.07
C  -1.04  -1.45  -0.01
C  0.09  0.88  0.90
C  -0.73  0.89  -0.27
N  1.26  -1.59  1.06
O  -2.13  -1.63  0.50
H  -1.45  -0.08  1.93
H  2.12  -1.04  1.01
H  -1.81  0.91  -0.14
H  0.51  -2.11  -1.40
H  -1.16  -2.14  -2.02
H  -0.60  -3.36  -0.85
H  1.10  2.75  1.26
H  2.01  1.61  0.27
H  1.87  1.33  2.00
H  -0.32  2.57  -1.55
H  0.80  1.23  -1.76
H  -0.85  1.12  -2.40

---

# 5
This record from the Open Molecules 2025 dataset describes C3H3FS2 as an isolated structure. The level of theory is ωB97M-V/def2-TZVPD.

For the total energy, the calculation gives -1012.3152 Ha. Its total charge is 0. The spin multiplicity is 1. As for the HOMO-LUMO gap: 8.51 eV. The value obtained for the HOMO energy is -8.9 eV. For the energy above the lowest of the compared OMol25 structures with the same formula, charge and spin, the calculation gives 0.000 eV.

Geometry (Å):
C  -1.04  -0.55  0.06
C  -0.73  -0.71  -1.45
C  0.22  0.33  0.27
H  -1.92  0.04  0.19
H  -1.59  -0.46  -2.10
H  -0.33  -1.70  -1.69
F  -1.06  -1.69  0.84
S  0.52  0.57  -1.44
S  0.90  0.86  1.61

---

# 6
This record from the Open Molecules 2025 dataset describes C2H2LiOTl as an isolated structure. The level of theory is ωB97M-V/def2-TZVPD.

For the total energy, the calculation gives -332.5397 Ha. Its total charge is 0. The spin multiplicity is 1. As for the HOMO-LUMO gap: 6.86 eV. The value obtained for the HOMO energy is -7.4 eV. For the energy above the lowest of the compared OMol25 structures with the same formula, charge and spin, the calculation gives 0.121 eV.

Geometry (Å):
O  -1.03  -0.37  -0.99
Tl  0.81  -1.33  -1.49
Li  -1.39  -0.82  0.66
C  0.06  0.86  0.00
C  0.78  0.45  0.98
H  -0.28  1.74  -0.55
H  1.04  -0.54  1.39